Record 1
A molecular structure, C29H22N4O6S2Ta. Source: the OMol25 dataset; level of theory: ωB97M-V/def2-TZVPD.

Atoms and positions in Å:
Ta1 -0.8328 1.4488 0.0532
O1 -3.6631 -1.1474 -1.7462
C1 -2.8443 -0.6972 -0.9888
N1 -2.4312 0.6116 -0.8856
C2 -3.2749 1.6711 -1.2925
C3 -4.1004 1.6971 -2.4078
C4 -4.8735 2.8204 -2.6513
C5 -4.8231 3.9114 -1.7941
C6 -4.0212 3.8935 -0.6642
C7 -3.2524 2.7637 -0.3940
N2 -2.4131 2.5651 0.7258
C8 -2.3687 3.3805 1.8129
O2 -2.9889 4.3933 2.0358
C9 -1.3464 2.8607 2.7911
C10 -1.2045 3.4361 4.0380
C11 -0.2330 2.9406 4.8932
C12 0.5688 1.8946 4.4579
C13 0.3735 1.3843 3.1881
N3 -0.5771 1.8459 2.3710
C14 -2.2182 -1.5260 0.0929
C15 -2.3928 -2.8976 0.1299
C16 -1.9122 -3.5952 1.2247
C17 -1.3114 -2.8832 2.2528
C18 -1.1700 -1.5125 2.1262
N4 -1.6022 -0.8432 1.0607
H1 -4.1279 0.8491 -3.0739
H2 -5.5189 2.8462 -3.5187
H3 -5.4177 4.7915 -1.9989
H4 -4.0010 4.7306 0.0143
H5 -1.8529 4.2577 4.3071
H6 -0.0952 3.3683 5.8768
H7 1.3447 1.4860 5.0888
H8 0.9973 0.5936 2.7915
H9 -2.9085 -3.3785 -0.6894
H10 -2.0137 -4.6701 1.2834
H11 -0.9604 -3.3785 3.1469
H12 -0.7060 -0.9259 2.9079
C19 5.4010 -7.1394 -2.5951
C20 4.6723 -5.8755 -2.2500
O3 3.5068 -5.6644 -2.4244
S1 5.7844 -4.6674 -1.4917
C21 4.6490 -3.3739 -1.0726
C22 3.9191 -2.7229 -2.0615
C23 2.9872 -1.7687 -1.7026
C24 2.7922 -1.4473 -0.3552
C25 3.5759 -2.0592 0.6263
C26 4.4975 -3.0231 0.2651
C27 1.7526 -0.5415 -0.0098
C28 0.8137 0.1846 0.2703
H13 5.0225 -7.5396 -3.5340
H14 5.1962 -7.8697 -1.8102
H15 6.4757 -6.9788 -2.6509
H16 4.0741 -2.9641 -3.1022
H17 2.3992 -1.2637 -2.4572
H18 3.4492 -1.7797 1.6637
H19 5.0954 -3.5199 1.0174
C29 0.4819 4.7092 -2.0528
S2 0.6056 3.1528 -1.2379
O4 1.8944 2.5778 -1.4059
O5 0.2101 3.3264 0.1890
O6 -0.4859 2.2548 -1.7667
H20 1.2501 5.3504 -1.6255
H21 -0.5129 5.1156 -1.8793
H22 0.6656 4.5411 -3.1119

Computed properties:
- LUMO level: -4.0 eV
- HOMO energy: -10.90 eV
- Calculated total energy: -2642.05907 a.u.
- Max |F|: 5.0 eV/Å
- Total charge: +1

Record 2
A molecular structure, C38H26Co2NO7PS. Source: the OMol25 dataset; level of theory: ωB97M-V/def2-TZVPD.

Atoms and positions in Å:
O1 1.0327 4.1996 2.1428
C1 0.6473 3.9709 1.0763
Co1 -0.0449 3.7307 -0.5369
C2 -1.1018 5.0991 -0.8346
O2 -1.7953 6.0062 -1.0150
C3 1.1688 4.4368 -1.5758
O3 1.9668 4.9024 -2.2702
C4 0.3514 1.9312 -1.3061
C5 1.0269 1.0146 -0.5478
C6 2.4023 0.4932 -0.4707
C7 2.6054 -0.9982 -0.2757
C8 3.7714 -1.5883 -0.7750
C9 4.0510 -2.9251 -0.5024
C10 3.1626 -3.6824 0.2733
C11 1.9907 -3.0965 0.7577
C12 1.7153 -1.7510 0.4828
Co2 -0.5725 1.4099 0.1650
C13 -0.3969 0.7377 1.7451
O4 -0.2829 0.2630 2.8025
C14 -1.7479 2.6836 0.6760
O5 -2.6643 3.1487 1.2343
P1 -2.2063 0.2715 -0.7008
C15 -2.6822 -1.0994 0.4121
C16 -2.5866 -2.4540 0.0674
C17 -2.9314 -3.4312 1.0075
C18 -3.3852 -3.0636 2.2763
C19 -3.5126 -1.7107 2.6079
C20 -3.1629 -0.7311 1.6776
C21 -3.8392 1.0807 -0.9603
C22 -5.0538 0.4416 -0.6640
C23 -6.2690 1.0898 -0.9117
C24 -6.2859 2.3597 -1.4942
C25 -5.0792 2.9888 -1.8169
C26 -3.8613 2.3516 -1.5584
C27 -1.9561 -0.5527 -2.3180
C28 -2.8830 -0.4583 -3.3692
C29 -2.6578 -1.1460 -4.5639
C30 -1.4975 -1.9060 -4.7323
C31 -0.5624 -1.9887 -3.6955
C32 -0.7821 -1.3046 -2.4973
H1 0.2017 1.8385 -2.3868
H2 3.0103 0.8521 -1.3148
H3 4.4588 -0.9729 -1.3613
H4 4.9672 -3.3747 -0.8905
H5 3.3901 -4.7221 0.5087
H6 1.2824 -3.6647 1.3635
H7 0.8181 -1.2714 0.8774
H8 -2.2562 -2.7457 -0.9289
H9 -2.8472 -4.4850 0.7391
H10 -3.6470 -3.8272 3.0112
H11 -3.8812 -1.4077 3.5883
H12 -3.2858 0.3273 1.9266
H13 -5.0594 -0.5594 -0.2311
H14 -7.2032 0.5926 -0.6471
H15 -7.2362 2.8577 -1.7023
H16 -5.0780 3.9815 -2.2690
H17 -2.9253 2.8422 -1.8417
H18 -3.7836 0.1446 -3.2483
H19 -3.3971 -1.0854 -5.3624
H20 -1.3205 -2.4336 -5.6709
H21 0.3404 -2.5888 -3.8075
H22 -0.0423 -1.3532 -1.6919
S1 3.0444 1.5382 0.9065
C33 4.2191 0.6026 1.7818
C34 3.8492 -0.0662 2.9772
C35 4.8294 -0.5628 3.8161
C36 6.1844 -0.3943 3.4739
N1 7.1676 -0.5284 4.4965
O6 8.3619 -0.2780 4.2205
O7 6.7869 -0.8627 5.6419
C37 6.5598 0.1470 2.2276
C38 5.5758 0.6245 1.3819
H23 2.7943 -0.1514 3.2295
H24 4.5909 -1.0272 4.7701
H25 7.6168 0.2316 1.9893
H26 5.8219 1.0589 0.4147

Computed properties:
- LUMO level: -1.2 eV
- HOMO energy: -7.61 eV
- Calculated total energy: -5550.00457 a.u.
- Max |F|: 4.0 eV/Å
- Total charge: 0

Record 3
2 unconnected molecules or ions with the total composition C3H6N3. Source: the OMol25 dataset; level of theory: ωB97M-V/def2-TZVPD.

Atoms and positions in Å:
C1 -0.1102 -0.3606 2.6121
C2 0.5030 0.5087 1.9573
C3 -0.2780 -0.1786 -1.5426
N1 -0.5451 0.0302 -3.8419
N2 -0.0199 -0.4538 -2.8925
N3 0.1504 0.7150 -0.7639
H1 -0.1011 -0.1117 3.7488
H2 -0.6946 -1.0534 2.0714
H3 1.0691 1.4125 1.7967
H4 -1.0354 -0.9769 -1.3631
H5 -0.1760 -0.4081 -4.7904
H6 0.8532 1.3126 -1.1985

Computed properties:
- LUMO level (spin up / spin down): -7.0 / -7.0 eV
- HOMO energy (spin up / spin down): -12.74 / -12.74 eV
- Calculated total energy: -281.67869 a.u.
- Max |F|: 3.8 eV/Å
- Total charge: +1

Record 4
9 unconnected molecules or ions with the total composition C26H65BNO10PS8. Source: the OMol25 dataset; level of theory: ωB97M-V/def2-TZVPD.

Atoms and positions in Å:
C1 6.3977 -1.1798 2.2455
C2 6.5117 -1.0886 0.6751
C3 7.9895 -1.5257 0.2776
C4 5.4433 -2.0314 -0.0215
B1 3.9569 -1.8856 0.5656
C5 3.0897 -0.5630 0.6161
C6 1.6676 -0.7175 0.2608
C7 0.6810 0.4189 0.2958
C8 1.1996 1.7183 0.7091
C9 2.6096 1.8689 1.0413
C10 3.5908 0.7734 1.0185
P1 3.0976 -3.4900 1.2482
N1 2.1089 -3.1637 2.4412
O1 4.2558 -4.5183 1.8938
O2 2.2635 -4.2205 -0.0022
H1 5.6939 -0.3774 2.5899
H2 7.3713 -1.0047 2.7654
H3 5.9898 -2.1605 2.6133
H4 6.3818 -0.0421 0.2859
H5 7.9687 -1.9101 -0.7764
H6 8.4302 -2.2694 0.9935
H7 8.6465 -0.6093 0.2984
H8 5.7835 -3.0874 0.2102
H9 5.4924 -1.9614 -1.1493
H10 1.2582 -1.7172 -0.0359
H11 -0.4150 0.2932 0.0543
H12 0.4821 2.5741 0.7494
H13 2.9861 2.8682 1.3528
H14 4.6504 0.9238 1.3091
H15 2.1013 -2.1611 2.6391
H16 4.1059 -4.5657 2.8570
H17 2.3656 -3.7351 -0.8431
C11 -2.7773 2.9444 2.0083
S1 -2.9549 1.5398 0.8934
O3 -2.3594 1.9314 -0.4199
C12 -4.7430 1.6569 0.7319
H18 -1.7168 3.0836 2.2179
H19 -3.1773 3.8442 1.5380
H20 -3.3063 2.7384 2.9396
H21 -5.0139 2.6406 0.3440
H22 -5.2087 1.4933 1.7047
H23 -5.0770 0.8851 0.0380
C13 6.7546 2.2134 6.0051
S2 6.9823 2.7448 4.2976
O4 6.1350 1.8646 3.4405
C14 8.6796 2.1688 4.1447
H24 5.7319 2.4429 6.3023
H25 6.9238 1.1387 6.0861
H26 7.4489 2.7543 6.6495
H27 8.7280 1.0957 4.3431
H28 9.3128 2.7105 4.8469
H29 9.0168 2.3653 3.1337
C15 1.4301 0.3090 -4.7992
S3 1.1912 -0.4954 -3.2029
O5 1.6371 -1.9147 -3.3639
C16 -0.6058 -0.4887 -3.2448
H30 2.5001 0.3731 -4.9949
H31 0.9515 -0.2760 -5.5862
H32 1.0072 1.3139 -4.7661
H33 -0.9602 -1.0154 -4.1323
H34 -0.9673 0.5412 -3.2487
H35 -0.9717 -0.9965 -2.3523
C17 -7.0989 6.6910 -0.0919
S4 -6.0337 5.4456 -0.8417
O6 -5.2848 4.7785 0.2613
C18 -4.9063 6.6094 -1.6289
H36 -7.8648 6.1807 0.4909
H37 -6.5126 7.3358 0.5642
H38 -7.5744 7.2823 -0.8754
H39 -4.4573 7.2591 -0.8764
H40 -5.4516 7.2036 -2.3634
H41 -4.1240 6.0418 -2.1318
C19 -3.3839 -4.3214 -0.0050
S5 -1.8143 -3.5763 -0.4727
O7 -2.0745 -2.7066 -1.6610
C20 -1.0510 -5.0927 -1.0734
H42 -4.0416 -3.5354 0.3665
H43 -3.8419 -4.7966 -0.8734
H44 -3.2191 -5.0571 0.7831
H45 -1.6560 -5.5212 -1.8743
H46 -0.9565 -5.8021 -0.2507
H47 -0.0607 -4.8500 -1.4565
C21 -8.3458 -3.2152 -2.0581
S6 -6.8215 -3.8408 -1.3334
O8 -6.5778 -3.0750 -0.0745
C22 -5.7234 -3.1677 -2.5974
H48 -9.1726 -3.4880 -1.4081
H49 -8.2956 -2.1281 -2.1463
H50 -8.4955 -3.6664 -3.0380
H51 -5.8404 -2.0845 -2.6521
H52 -5.9586 -3.6217 -3.5611
H53 -4.6954 -3.4061 -2.3277
C23 8.6741 5.0161 0.3774
S7 10.0198 4.2371 1.2875
O9 9.7195 4.3875 2.7406
C24 11.2701 5.4642 0.8660
H54 7.7696 4.4290 0.5341
H55 8.5164 6.0314 0.7439
H56 8.9156 5.0321 -0.6862
H57 10.9498 6.4514 1.2017
H58 11.4289 5.4660 -0.2131
H59 12.1988 5.1941 1.3675
C25 -12.8077 -4.5954 -1.0648
S8 -12.1363 -5.1087 -2.6566
O10 -10.6844 -4.7690 -2.6572
C26 -12.9832 -3.8525 -3.6324
H60 -12.3765 -5.2292 -0.2908
H61 -12.5466 -3.5544 -0.8690
H62 -13.8915 -4.7177 -1.0706
H63 -12.7110 -2.8580 -3.2755
H64 -14.0614 -3.9983 -3.5562
H65 -12.6764 -3.9612 -4.6721

Computed properties:
- LUMO level: 0.2 eV
- HOMO energy: -7.90 eV
- Calculated total energy: -5388.25119 a.u.
- Max |F|: 3.4 eV/Å
- Total charge: 0

Record 5
10 unconnected molecules or ions with the total composition C32H72Cl2O24P3. Source: the OMol25 dataset; level of theory: ωB97M-V/def2-TZVPD.

Atoms and positions in Å:
C1 -1.1968 0.2325 0.5410
C2 -0.6485 -0.9261 -0.2728
O1 0.3171 -0.8079 -1.0791
O2 -1.1880 -2.0663 -0.1491
H1 -0.4186 0.8438 0.9981
H2 -1.9299 -0.1162 1.2684
H3 -1.7448 0.9220 -0.1012
C3 -4.1928 -2.5292 -2.2289
Cl1 -5.5484 -3.2487 -1.2181
Cl2 -4.4997 -0.8307 -2.5905
H4 -3.2002 -2.6798 -1.8044
H5 -4.2843 -3.0783 -3.1660
C4 5.8335 -3.9974 0.1763
O3 5.1931 -3.0213 0.9987
P1 4.1698 -2.0152 0.3515
O4 2.9950 -2.5574 -0.3466
O5 3.9353 -0.9813 1.5866
C5 3.1177 0.1394 1.4464
O6 5.2140 -1.2149 -0.6077
C6 6.1506 -0.1962 -0.1084
H6 5.6275 -3.7691 -0.8695
H7 5.4388 -4.9924 0.3817
H8 6.9173 -4.0266 0.2888
H9 2.1556 -0.0528 1.9213
H10 3.0027 0.3891 0.3916
H11 3.4810 1.0401 1.9413
H12 6.0957 -0.0299 0.9675
H13 6.0112 0.7117 -0.6952
H14 7.1375 -0.6135 -0.3084
C7 -5.1184 -0.2221 1.1185
O7 -5.7440 1.0150 1.5378
P2 -5.0643 2.4795 1.2601
O8 -3.8005 2.6910 2.0607
O9 -4.8835 2.6023 -0.3526
C8 -5.9772 2.4853 -1.2404
O10 -6.2703 3.5178 1.5944
C9 -6.5194 3.8154 2.9635
H15 -5.0069 -0.7310 2.0759
H16 -4.1045 -0.0645 0.7507
H17 -5.7416 -0.8138 0.4481
H18 -6.9674 2.4616 -0.7855
H19 -5.8439 1.6404 -1.9160
H20 -5.9715 3.3392 -1.9179
H21 -6.4591 2.8390 3.4442
H22 -7.5318 4.2148 3.0237
H23 -5.8413 4.5810 3.3406
C10 -1.2591 0.4855 -3.9552
O11 -1.5358 -0.5207 -4.9063
P3 -0.4607 -1.6745 -5.2815
O12 -0.0352 -2.5102 -4.1178
O13 -1.1296 -2.4266 -6.5756
C11 -2.4623 -2.9427 -6.4767
O14 0.8865 -0.9562 -5.9556
C12 0.6669 -0.0685 -7.0424
H24 -1.9500 0.5084 -3.1124
H25 -1.3247 1.4756 -4.4063
H26 -0.2955 0.4193 -3.4500
H27 -2.9909 -2.6229 -5.5786
H28 -2.4823 -4.0247 -6.6070
H29 -3.0479 -2.4485 -7.2519
H30 1.3648 -0.1349 -7.8770
H31 0.7631 0.9725 -6.7338
H32 -0.3368 -0.1298 -7.4632
O15 -3.1995 -4.5036 4.4634
C13 -3.4320 -3.5241 3.7220
O16 -3.4052 -2.2177 4.0584
C14 -3.0888 -1.7608 5.3394
C15 -2.3832 -0.4453 5.0789
C16 -3.7058 -3.7402 2.2453
H33 -2.3645 -2.4271 5.8078
H34 -3.9780 -1.6463 5.9593
H35 -2.9141 0.2667 4.4470
H36 -1.4469 -0.6250 4.5505
H37 -2.0088 0.0629 5.9676
H38 -3.0040 -3.2452 1.5741
H39 -4.7004 -3.3299 2.0709
H40 -3.6676 -4.8134 2.0584
O17 -1.0288 4.3518 -3.4121
C17 -0.5187 4.3313 -2.2952
O18 0.0096 5.3280 -1.6165
C18 -0.0063 6.6817 -2.0883
C19 0.5219 7.8187 -1.1669
C20 -0.5906 3.1101 -1.4110
H41 -0.9487 6.9655 -2.5568
H42 0.6939 6.7691 -2.9191
H43 1.3225 7.4205 -0.5435
H44 -0.1894 8.2190 -0.4445
H45 0.9820 8.6018 -1.7695
H46 -0.8448 2.3263 -2.1246
H47 -1.2328 3.0461 -0.5327
H48 0.4110 2.8493 -1.0691
O19 2.1349 2.9301 4.3573
C21 1.0043 3.2566 4.0838
O20 0.2652 4.2715 4.6530
C22 0.8663 5.1796 5.5680
C23 1.3882 6.3811 4.8520
C24 0.1387 2.5139 3.0424
H49 1.5816 4.6465 6.1942
H50 0.0647 5.3705 6.2815
H51 2.2666 6.1757 4.2403
H52 1.7572 7.1627 5.5161
H53 0.6868 6.9227 4.2174
H54 -0.0620 3.1837 2.2062
H55 -0.8068 2.1392 3.4346
H56 0.5955 1.6066 2.6473
O21 1.1924 -4.0520 1.2867
C25 1.3378 -3.9705 2.4925
O22 2.2017 -4.6490 3.2892
C26 3.1217 -5.5474 2.7071
C27 2.6079 -7.0185 2.6570
C28 0.6138 -2.8571 3.2257
H57 4.0565 -5.6006 3.2651
H58 3.5313 -5.1931 1.7612
H59 1.6196 -7.1128 2.2070
H60 2.6361 -7.4379 3.6626
H61 3.3091 -7.6304 2.0894
H62 -0.2243 -2.5647 2.5930
H63 1.1774 -1.9656 3.5006
H64 0.2640 -3.3799 4.1159
O23 2.4807 -2.0866 -3.2229
C29 3.2509 -1.1699 -3.4670
O24 4.5641 -1.1238 -3.7101
C30 5.2691 -2.3523 -3.7878
C31 6.7929 -2.0305 -4.1031
C32 2.6408 0.2233 -3.4528
H65 4.7525 -2.9278 -4.5560
H66 5.2263 -2.8385 -2.8132
H67 6.9815 -1.4167 -4.9839
H68 7.3890 -2.9422 -4.1444
H69 7.1951 -1.4027 -3.3080
H70 2.6390 0.5445 -2.4112
H71 1.6150 0.1549 -3.8148
H72 3.1281 0.9586 -4.0931

Computed properties:
- LUMO level: 2.1 eV
- HOMO energy: -3.88 eV
- Calculated total energy: -5012.94890 a.u.
- Max |F|: 3.8 eV/Å
- Total charge: -1